Entry 1:
78
Properties=species:S:1:pos:R:3 method="wB97M-V/def2-TZVPD" spin_multiplicity=6 charge=+3 e_above_lowest_ev=0.880 s_squared=8.81 lumo_energy_ev="-9.3 / -10.9"
Os -0.086 -0.856 0.426
N -1.243 -1.637 3.232
C -0.130 -1.749 4.237
C 0.378 -0.360 4.608
C 1.296 0.289 3.569
N 0.555 0.709 2.351
C 2.448 -0.643 3.205
C 2.028 -2.047 2.769
N 1.628 -2.065 1.320
C 0.984 -2.664 3.718
H -1.995 -1.009 3.540
H -1.664 -2.545 3.028
H -0.864 -1.231 2.350
H -0.570 -2.210 5.121
H 0.952 -0.458 5.530
H -0.464 0.299 4.844
H 1.731 1.172 4.044
H 1.178 1.282 1.785
H -0.202 1.331 2.625
H 3.087 -0.740 4.084
H 3.068 -0.190 2.425
H 2.912 -2.683 2.852
H 1.456 -3.036 1.059
H 2.460 -1.807 0.790
H 1.534 -2.997 4.600
H 0.560 -3.574 3.278
C 2.148 3.193 -0.077
Si 2.459 1.934 -1.444
C 2.615 2.627 -3.172
C 3.825 0.718 -0.985
Ge 0.437 0.359 -1.567
Si 1.016 -1.683 -3.182
C -0.695 -2.463 -3.229
C 2.277 -2.708 -2.233
C 1.717 -0.897 -4.725
Si -1.611 1.628 -2.848
C -1.632 3.013 -1.580
C -0.918 2.057 -4.529
C -3.066 0.457 -2.820
H 2.675 4.119 -0.323
H 2.542 2.856 0.885
H 1.093 3.443 0.040
H 3.596 3.098 -3.281
H 1.865 3.394 -3.367
H 2.533 1.855 -3.937
H 4.717 1.266 -0.670
H 4.112 0.101 -1.837
H 3.537 0.061 -0.160
H -1.250 -2.265 -2.312
H -0.614 -3.546 -3.353
H -1.284 -2.087 -4.068
H 1.804 -3.328 -1.468
H 3.057 -2.099 -1.772
H 2.779 -3.388 -2.928
H 1.091 -0.096 -5.118
H 1.805 -1.658 -5.507
H 2.720 -0.504 -4.548
H -0.822 3.723 -1.754
H -1.549 2.615 -0.567
H -2.575 3.564 -1.644
H 0.063 2.528 -4.478
H -1.599 2.773 -5.003
H -0.860 1.189 -5.185
H -3.071 -0.172 -1.931
H -3.089 -0.181 -3.704
H -3.987 1.049 -2.817
N -1.893 -0.432 0.301
C -2.958 -0.077 1.032
C -4.082 -0.946 1.109
C -5.164 -0.636 1.904
C -5.189 0.548 2.642
C -4.112 1.434 2.559
C -3.021 1.141 1.770
H -4.064 -1.862 0.531
H -6.006 -1.315 1.949
H -6.048 0.794 3.250
H -4.147 2.367 3.107
H -2.214 1.856 1.656

Entry 2:
25
Properties=species:S:1:pos:R:3 method="wB97M-V/def2-TZVPD" spin_multiplicity=6 charge=+3 e_above_lowest_ev=2.926 s_squared=8.83 lumo_energy_ev="-13.6 / -16.1"
O -1.826 -0.512 -2.267
C -1.379 -0.515 -1.162
Fe -0.557 -0.376 0.371
O 2.349 3.005 -2.788
C 1.756 2.014 -2.633
C 0.584 -1.827 0.099
O 1.451 -2.595 -0.161
C 1.279 -0.228 0.691
O 2.471 -0.215 0.708
C -4.102 3.553 1.633
N -3.449 2.282 1.899
C -3.666 1.628 3.081
C -3.017 0.498 3.474
C -2.089 -0.018 2.580
N -1.923 0.626 1.382
C -2.417 1.917 1.035
O -1.997 2.658 0.117
N -1.408 -1.162 2.732
H -3.358 4.350 1.625
H -4.767 3.657 2.475
H -4.645 3.527 0.684
H -4.420 2.147 3.671
H -3.272 -0.017 4.403
H -1.373 -1.529 3.695
H -0.655 -1.489 2.133

Entry 3:
112
Properties=species:S:1:pos:R:3 method="wB97M-V/def2-TZVPD" spin_multiplicity=1 charge=-2 lumo_energy_ev=4.0
Cd -1.322 0.286 -1.830
Se -0.690 -5.882 1.868
P -0.704 -3.951 2.760
C 0.681 -3.899 3.960
C 1.895 -4.491 3.603
C 2.901 -4.658 4.535
C 2.700 -4.269 5.855
C 1.500 -3.687 6.220
C 0.497 -3.493 5.275
C -2.171 -3.647 3.806
C -2.504 -2.347 4.181
C -3.602 -2.118 4.992
C -4.383 -3.185 5.424
C -4.059 -4.476 5.040
C -2.953 -4.708 4.229
C -0.822 -2.608 1.555
C -0.124 -1.650 0.810
N -1.040 -1.081 0.011
N -2.229 -1.622 0.257
N -2.121 -2.553 1.157
P 1.602 -1.045 0.846
Se 2.259 1.007 0.620
C 2.779 -2.413 0.615
C 2.342 -3.726 0.517
C 3.263 -4.756 0.379
C 4.621 -4.477 0.335
C 5.055 -3.160 0.409
C 4.137 -2.128 0.541
C 1.685 -0.929 2.732
C 2.764 -1.362 3.493
C 2.890 -1.004 4.832
C 1.923 -0.228 5.445
C 0.816 0.182 4.707
C 0.705 -0.160 3.372
H 2.038 -4.842 2.593
H 3.838 -5.109 4.233
H 3.479 -4.420 6.593
H 1.335 -3.368 7.241
H -0.428 -3.028 5.583
H -1.912 -1.517 3.822
H -3.860 -1.104 5.272
H -5.249 -3.004 6.049
H -4.675 -5.308 5.358
H -2.696 -5.709 3.905
H 1.282 -3.956 0.514
H 2.908 -5.776 0.296
H 5.339 -5.282 0.229
H 6.112 -2.932 0.351
H 4.457 -1.094 0.576
H 3.543 -1.963 3.041
H 3.750 -1.348 5.396
H 2.018 0.044 6.490
H 0.048 0.791 5.171
H -0.127 0.224 2.790
C -4.306 1.029 1.267
C -3.604 1.199 -0.043
N -2.434 1.700 -0.176
O -1.778 2.032 1.005
C -4.276 0.784 -1.292
C -5.768 0.802 -1.394
N -3.520 0.433 -2.292
O -4.007 0.207 -3.461
H -3.690 1.387 2.086
H -4.515 -0.032 1.414
H -5.256 1.568 1.264
H -0.948 2.405 0.664
H -6.188 1.794 -1.198
H -6.220 0.104 -0.682
H -6.034 0.501 -2.405
O -0.087 -1.378 -3.030
S 1.166 -0.732 -2.568
O 1.597 -1.373 -1.277
O 0.789 0.704 -2.254
O 2.242 -0.763 -3.537
N 0.036 3.502 -1.176
C 1.138 3.409 -1.519
N 2.400 3.455 -1.915
C 3.307 4.359 -1.219
C 4.247 4.962 -2.248
O 4.947 3.963 -2.963
C 4.042 3.071 -3.618
C 3.106 2.396 -2.640
H 3.878 3.795 -0.472
H 2.731 5.136 -0.717
H 4.999 5.586 -1.764
H 3.663 5.580 -2.945
H 4.655 2.328 -4.125
H 3.464 3.632 -4.365
H 3.666 1.790 -1.922
H 2.401 1.741 -3.140
C -4.351 3.050 -5.317
C -2.956 2.646 -5.793
Sb -1.525 2.582 -4.181
C 0.083 1.842 -5.420
C 0.495 2.727 -6.590
C -0.989 4.670 -4.334
C -1.797 5.538 -3.369
H -5.087 3.005 -6.126
H -4.360 4.070 -4.925
H -4.682 2.374 -4.525
H -2.585 3.326 -6.564
H -2.984 1.637 -6.207
H -0.253 0.861 -5.765
H 0.924 1.643 -4.755
H -0.344 2.935 -7.259
H 1.280 2.255 -7.188
H 0.882 3.690 -6.248
H -1.135 4.983 -5.371
H 0.077 4.751 -4.105
H -2.866 5.489 -3.590
H -1.502 6.591 -3.421
H -1.658 5.199 -2.343

Entry 4:
80
Properties=species:S:1:pos:R:3 method="wB97M-V/def2-TZVPD" spin_multiplicity=1 e_above_lowest_ev=1.829 lumo_energy_ev=0.5 smiles=OCCO.OCCO.OCCO.OCCO.OCCO.OCCO.OCCO.OCCO
O 12.371 7.786 7.378
C 12.074 7.127 8.560
C 10.922 7.681 9.443
O 11.393 8.440 10.569
H 12.305 7.140 6.671
H 11.962 6.067 8.332
H 13.049 7.182 9.043
H 10.265 6.944 9.904
H 10.361 8.298 8.741
H 11.625 9.314 10.246
O 17.411 16.136 7.270
C 16.752 15.136 8.030
C 15.278 14.764 7.680
O 14.336 15.865 7.779
H 18.347 15.955 7.155
H 17.346 14.246 7.825
H 16.798 15.332 9.102
H 15.023 13.941 8.348
H 15.221 14.421 6.646
H 14.554 16.573 7.168
O 10.695 17.848 7.229
C 10.063 16.653 6.734
C 8.676 16.853 5.999
O 7.635 17.310 6.815
H 10.240 18.201 7.997
H 10.722 16.055 6.105
H 9.978 16.052 7.639
H 8.442 15.866 5.601
H 8.739 17.504 5.126
H 7.922 18.182 7.097
O 8.712 11.459 4.377
C 9.983 11.069 5.014
C 9.793 9.838 5.921
O 9.090 10.060 7.140
H 8.227 10.668 4.132
H 10.567 10.772 4.144
H 10.521 11.818 5.595
H 10.770 9.441 6.196
H 9.319 8.980 5.444
H 9.213 10.973 7.410
O 14.395 9.612 6.762
C 15.290 9.854 7.855
C 16.172 11.103 7.585
O 17.084 10.783 6.542
H 13.790 8.908 7.005
H 14.687 10.049 8.742
H 15.957 9.027 8.101
H 16.743 11.431 8.454
H 15.498 11.917 7.319
H 16.614 10.421 5.787
O 7.857 16.989 10.747
C 7.144 16.105 9.834
C 7.142 14.629 10.379
O 8.498 14.142 10.545
H 7.453 16.899 11.613
H 6.116 16.407 9.634
H 7.554 16.024 8.828
H 6.619 13.956 9.700
H 6.625 14.624 11.339
H 8.998 14.686 11.157
O 13.199 15.555 10.333
C 12.035 16.407 10.270
C 11.294 16.413 11.615
O 10.868 15.109 11.983
H 13.606 15.565 9.464
H 12.286 17.430 9.990
H 11.392 15.957 9.514
H 10.374 16.998 11.604
H 11.890 16.885 12.396
H 11.675 14.639 12.204
O 11.920 10.880 9.439
C 12.006 12.314 9.674
C 11.326 13.041 8.536
O 9.939 12.773 8.305
H 11.270 10.707 8.754
H 11.577 12.598 10.635
H 13.031 12.645 9.841
H 11.773 12.806 7.570
H 11.382 14.110 8.740
H 9.521 13.327 8.968

Entry 5:
111
Properties=species:S:1:pos:R:3 method="wB97M-V/def2-TZVPD" spin_multiplicity=1 e_above_lowest_ev=1.215 lumo_energy_ev=0.2
C 0.058 2.916 3.949
C -0.513 3.004 2.522
O -0.360 1.710 1.939
H 1.127 2.755 3.942
H -0.378 2.123 4.567
H -0.092 3.826 4.488
H -0.032 3.728 1.891
H -1.597 3.145 2.495
H 0.577 1.604 1.695
C 3.600 -0.677 0.917
C 3.410 -1.278 -0.482
O 2.496 -2.322 -0.270
H 2.634 -0.149 1.258
H 4.377 0.057 0.867
H 3.821 -1.480 1.594
H 4.379 -1.565 -0.816
H 2.913 -0.503 -1.162
H 2.935 -3.146 -0.060
C 2.191 0.052 3.902
C 0.902 -0.639 4.335
O 0.714 -1.523 3.251
H 2.497 0.743 4.648
H 2.033 0.610 2.998
H 3.018 -0.622 3.773
H 0.026 -0.014 4.531
H 0.907 -1.192 5.240
H -0.203 -1.737 3.053
C -2.428 -0.362 -3.749
C -1.229 -1.111 -4.254
O -0.120 -0.265 -3.943
H -3.302 -0.697 -4.337
H -2.276 0.715 -3.873
H -2.706 -0.596 -2.712
H -1.208 -1.109 -5.332
H -1.227 -2.079 -3.751
H 0.656 -0.716 -4.338
C 1.777 -3.637 -4.992
C 2.018 -3.411 -3.553
O 2.236 -2.028 -3.247
H 2.607 -3.128 -5.532
H 0.857 -3.106 -5.247
H 1.745 -4.699 -5.278
H 2.877 -4.054 -3.284
H 1.137 -3.727 -3.009
H 2.391 -2.068 -2.300
C 3.080 3.953 1.399
C 3.495 2.643 0.671
O 2.405 2.046 0.097
H 2.022 3.939 1.705
H 3.036 4.776 0.657
H 3.757 4.172 2.192
H 3.955 1.980 1.420
H 4.270 2.850 -0.051
H 2.545 1.940 -0.845
C -4.221 -0.730 -0.226
C -4.203 -2.217 -0.054
O -3.574 -2.534 1.124
H -4.995 -0.234 0.385
H -4.579 -0.534 -1.202
H -3.301 -0.129 -0.091
H -3.659 -2.546 -0.978
H -5.208 -2.573 -0.003
H -3.419 -3.508 1.120
C -3.000 -0.003 3.220
O -2.802 0.909 4.255
N -2.079 -0.217 2.351
N -4.136 -0.571 3.099
H -1.197 0.452 2.256
H -2.163 -0.999 1.666
H -4.917 -0.467 3.768
H -4.278 -1.143 2.227
C 2.152 2.107 -3.030
O 2.894 1.212 -3.828
N 2.680 3.101 -2.424
N 0.936 1.966 -2.776
H 3.714 3.015 -2.442
H 2.249 3.776 -1.750
H 0.486 1.191 -3.329
H 0.385 2.571 -2.068
C -0.058 4.759 -1.082
O 1.205 5.152 -0.850
N -0.941 5.660 -1.219
N -0.413 3.509 -1.097
H -0.522 6.590 -0.988
H -1.951 5.663 -1.358
H 0.328 3.107 -0.547
H -1.358 3.163 -1.024
C -0.105 -0.327 -0.690
O 0.085 -1.228 0.409
H 0.416 -0.714 -1.537
H 0.255 0.704 -0.482
H -1.165 -0.173 -0.911
H 0.918 -1.650 0.240
C 0.169 -4.681 2.302
O 1.291 -5.518 2.282
H 0.076 -4.119 3.165
H -0.674 -5.310 2.086
H 0.241 -3.889 1.506
H 1.313 -6.062 3.021
C -0.893 -3.744 -1.159
O -1.065 -4.910 -1.876
H -1.511 -3.735 -0.256
H -1.153 -2.897 -1.786
H 0.102 -3.611 -0.890
H -1.825 -4.808 -2.413
C -3.701 2.755 0.751
O -2.620 2.327 -0.007
H -4.667 2.383 0.368
H -3.737 3.857 0.722
H -3.474 2.366 1.777
H -2.188 1.860 0.651

Entry 6:
12
Properties=species:S:1:pos:R:3 method="wB97M-V/def2-TZVPD" spin_multiplicity=1 e_above_lowest_ev=0.896 lumo_energy_ev=0.9 smiles="COC(=O)CO"
C 2.062 -0.308 0.256
O 0.676 -0.466 0.569
C -0.170 -0.001 -0.358
O 0.179 0.533 -1.386
C -1.627 -0.172 0.046
O -2.149 1.045 0.535
H 2.323 -0.916 -0.614
H 2.293 0.738 0.040
H 2.605 -0.649 1.138
H -2.173 -0.514 -0.842
H -1.728 -0.911 0.842
H -2.291 1.620 -0.227